Computed, not measured: 2 unconnected molecules or ions with the total composition C15H36BrIN6O7P2 at a distorted geometry, with ωB97M-V/def2-TZVPD.

```
68
C15H36BrIN6O7P2 | the OMol25 dataset | ωB97M-V/def2-TZVPD
C 0.038 -0.947 5.486
O 0.156 -2.351 5.470
C 0.324 -2.874 4.170
C 1.758 -2.802 3.664
C 1.843 -2.977 2.141
C 1.697 -1.668 1.354
C 0.280 -1.402 0.841
C 0.220 -0.334 -0.235
O -1.008 -0.422 -0.983
C -1.063 -1.445 -1.907
I -2.739 -2.742 -1.448
P -1.126 -0.667 -3.629
O -2.105 -1.683 -4.463
O 0.377 -1.130 -4.104
C 0.290 1.067 0.395
C -1.112 1.497 0.809
C -1.152 2.514 1.940
N -0.631 1.864 3.156
N -2.564 2.939 2.049
N -0.302 3.642 1.661
O 0.772 2.047 -0.520
C 2.140 2.363 -0.617
C 3.119 1.195 -0.500
C 4.531 1.546 -0.917
N 5.548 0.818 -0.751
P 2.839 3.753 0.417
O 1.708 4.887 0.136
Br 2.384 3.006 2.490
H -0.239 -0.658 6.494
H 0.971 -0.449 5.211
H -0.737 -0.608 4.792
H -0.338 -2.343 3.479
H 0.008 -3.915 4.215
H 2.349 -3.573 4.153
H 2.186 -1.838 3.933
H 1.075 -3.688 1.826
H 2.799 -3.438 1.900
H 2.395 -1.657 0.517
H 1.991 -0.851 2.014
H -0.148 -2.336 0.476
H -0.348 -1.085 1.674
H 1.030 -0.463 -0.947
H -0.189 -2.097 -1.827
H -1.922 -2.615 -4.275
H 0.597 -2.035 -3.845
H 0.897 0.986 1.295
H -1.598 1.899 -0.076
H -1.679 0.636 1.155
H -0.098 2.529 3.704
H -1.420 1.576 3.722
H -2.696 3.482 2.896
H -3.193 2.144 2.073
H -0.269 4.257 2.469
H -0.722 4.179 0.910
H 2.242 2.778 -1.623
H 3.136 0.791 0.512
H 2.813 0.408 -1.185
H 4.671 2.494 -1.433
H 5.302 -0.037 -0.246
H 2.169 5.736 0.113
C -4.692 -1.719 -7.334
O -4.783 -2.857 -6.908
N -3.941 -0.760 -6.719
N -5.342 -1.319 -8.475
H -3.856 0.175 -7.067
H -3.454 -1.024 -5.879
H -5.900 -2.005 -8.948
H -5.286 -0.391 -8.847
```

Summary:
- LUMO (eV) = 0.16
- gap between HOMO and LUMO (eV) = 8.80
- electronic energy (hartree) = -5002.8394
- strongest force on any atom (hartree/bohr) = 0.0200
- HOMO (eV) = -8.6
- SMILES = [H]/N=C\C[C@@H](O[C@@H](CC(N)(N)N)[C@@H](CCCCCOC)O[C@@H](I)P(O)O)P(O)Br.NC(N)=O